Entry 1:
{
  "formula": "C5H32NO13",
  "method": "the ωB97M-V functional and the def2-TZVPD basis",
  "homo_lumo_gap_ev": 8.98,
  "relative_energy_kcal_mol": 135.4,
  "multiplicity": 1,
  "charge": -1,
  "total_energy_ev": -33811.9696,
  "e_homo_ev": -6.66,
  "symbols": ["C", "C", "C", "C", "N", "C", "O", "O", "H", "H", "H", "H", "H", "H", "H", "H", "H", "H", "H", "H", "O", "H", "H", "O", "H", "H", "O", "H", "H", "O", "H", "H", "O", "H", "H", "O", "H", "H", "O", "H", "H", "O", "H", "H", "O", "H", "H", "O", "H", "H", "O"],
  "coordinates": [[-0.977777, 1.421463, -2.720607], [-1.576892, 1.062818, -1.330113], [-3.075341, 1.545244, -1.338131], [-4.213070, 0.636185, -1.139858], [-0.760893, 1.503486, -0.232999], [0.302754, 0.792305, 0.396844], [0.901207, 1.215478, 1.354803], [0.524758, -0.346874, -0.070237], [-1.236575, 2.513232, -3.045038], [-1.207537, 0.652650, -3.424404], [0.124436, 1.236084, -2.661588], [-1.576311, -0.108505, -1.342102], [-3.186948, 1.959744, -2.399104], [-3.223790, 2.169210, -0.523202], [-5.044388, 1.273189, -0.684140], [-4.066173, -0.178114, -0.189364], [-4.471368, -0.068311, -1.875340], [-0.701194, 2.476458, -0.051376], [2.950180, 0.059643, 0.825330], [2.321366, 1.301103, 0.392550], [2.960610, 0.654878, 0.232247], [-0.983418, 3.150822, 2.053665], [-0.485364, 3.484483, 3.527410], [-1.344797, 3.346425, 3.009903], [1.692263, -2.782309, 3.472416], [0.441548, -1.780963, 3.499823], [1.054745, -2.374794, 3.993142], [-1.540281, -4.417640, 0.438373], [-1.840362, -4.505155, -1.022969], [-1.305331, -4.970479, -0.293864], [-1.809222, -2.462188, 0.794506], [-2.663688, -2.904682, 1.790541], [-2.521685, -3.040385, 0.856895], [0.369478, -1.208454, -1.728517], [-0.395850, -1.385938, -3.009621], [0.190107, -1.833240, -2.447957], [0.977596, 3.084096, 1.088574], [0.484708, 4.601967, 1.085400], [0.263086, 3.661842, 0.803046], [4.635065, 0.498518, -0.668153], [4.591487, 1.353337, -1.921397], [5.059562, 0.716322, -1.488495], [-1.109545, -0.306935, 2.928927], [-0.533240, -0.777550, 1.687398], [-0.740119, -1.053792, 2.541487], [1.772605, -1.311808, 0.656322], [2.046001, -2.712755, 0.361291], [2.107911, -2.183534, 1.161483], [1.622372, 0.301033, -2.937505], [1.354430, 0.512020, -4.674269], [2.007437, 0.334558, -3.905234]],
  "forces_ev_per_angstrom": [[1.42, 1.27, 0.99], [-0.28, -2.72, -1.40], [1.87, -0.57, -2.42], [-1.12, -2.43, 5.20], [0.15, -0.45, 0.94], [-2.94, -1.50, -3.09], [0.55, 2.80, 2.82], [-0.46, -1.50, -0.92], [0.63, -2.08, 0.34], [-1.08, -0.10, -0.97], [-0.84, 1.01, 0.15], [0.01, 2.02, 0.46], [-0.22, 0.36, 1.79], [0.32, 2.32, 0.93], [0.47, -1.14, -1.32], [0.11, 2.23, -2.16], [-0.66, -0.31, -1.46], [-0.39, 0.67, -0.11], [-0.48, -6.48, 6.96], [-1.18, 1.03, 0.92], [3.65, 5.30, -7.96], [-0.78, 0.56, 2.60], [-1.87, -0.43, -1.14], [2.44, -0.19, -1.08], [1.35, -0.58, -2.04], [1.05, -0.87, -0.26], [-2.07, 1.18, 2.51], [-0.25, 0.37, 0.83], [1.38, -1.20, 1.55], [-0.78, 0.04, -2.83], [2.38, 1.83, -0.96], [-0.65, -0.30, 0.76], [-1.95, -0.74, 0.67], [-0.06, 0.00, 0.52], [-1.23, 0.87, -1.28], [1.14, -1.01, 0.97], [0.21, -0.62, 0.35], [-0.37, -1.88, -0.56], [0.46, 3.42, 0.32], [-0.92, 0.25, 0.40], [-2.25, 2.46, -1.47], [3.37, -2.63, 0.73], [-1.05, 2.18, 1.31], [1.17, 0.50, -2.61], [-0.47, -2.55, 1.15], [0.19, -1.91, 1.80], [0.19, -0.82, 0.09], [-0.62, 2.45, -1.87], [0.60, -0.02, -3.44], [1.11, -0.47, 2.86], [-1.28, 0.39, 0.45]],
  "mulliken_charge": [-1.171, 0.634, -0.540, -1.215, 0.204, 0.014, -0.874, 0.138, 0.355, 0.409, -0.188, 0.146, 0.199, 0.320, 0.343, 0.156, 0.422, 0.384, 0.245, 0.232, -0.628, 0.396, 0.300, -0.721, 0.270, 0.452, -0.690, 0.437, 0.285, -0.673, 0.347, 0.341, -0.776, 0.153, 0.341, -0.648, 0.289, 0.270, -0.734, 0.415, 0.248, -0.615, 0.285, 0.362, -0.708, 0.118, 0.264, -0.650, 0.398, 0.315, -0.656]
}


Entry 2:
{
  "formula": "C5H32O15",
  "method": "the ωB97M-V functional and the def2-TZVPD basis",
  "homo_lumo_gap_ev": 8.87,
  "relative_energy_kcal_mol": 0.0,
  "multiplicity": 1,
  "charge": -2,
  "total_energy_ev": -36419.2936,
  "e_homo_ev": -4.02,
  "symbols": ["O", "C", "O", "C", "C", "C", "C", "O", "H", "H", "H", "H", "H", "H", "H", "H", "H", "H", "O", "H", "H", "O", "H", "H", "O", "H", "H", "O", "H", "H", "O", "H", "H", "O", "H", "H", "O", "H", "H", "O", "H", "H", "O", "H", "H", "O", "H", "H", "O", "H", "H", "O"],
  "coordinates": [[2.328201, -2.763773, 0.316978], [1.897788, -2.343947, 1.437794], [2.545797, -1.964292, 2.424679], [0.288733, -2.258920, 1.620388], [-0.651614, -1.375848, 0.801666], [-1.186524, -1.876654, -0.554002], [-1.617258, -0.748289, -1.525598], [-2.668759, -0.045807, -0.798475], [0.061009, -3.345712, 1.437209], [0.053817, -2.041002, 2.627342], [-1.474458, -0.906061, 1.517713], [-0.026213, -0.525371, 0.709697], [-2.106201, -2.531870, -0.379719], [-0.569551, -2.467687, -1.287724], [-0.851194, -0.050986, -1.858488], [-2.078656, -1.276629, -2.340810], [-1.913692, 4.235129, 0.971757], [-0.682033, 5.026130, 1.519058], [-1.605494, 5.133876, 1.139936], [0.960928, -3.444665, -1.991378], [1.891150, -3.792216, -0.920412], [1.401419, -4.273463, -1.707099], [-0.092010, 1.081741, 1.621578], [-1.072410, 2.243001, 1.108420], [-0.419796, 1.958047, 1.802799], [-4.066831, 1.796600, 0.995106], [-4.413533, 0.600182, 0.245598], [-4.695929, 1.039971, 1.022795], [-4.298605, 2.192555, -1.186831], [-4.087287, 0.784667, -1.777833], [-4.591923, 1.620646, -1.890768], [-2.763893, 0.450016, -3.468405], [-1.480271, 0.733658, -4.265159], [-2.315650, 0.297370, -4.320449], [0.482820, -0.183718, 4.182627], [1.690144, -1.118892, 3.661670], [1.331738, -0.609509, 4.400432], [3.509941, -1.660798, -0.485617], [4.401346, -0.511359, -0.201662], [3.939986, -0.899548, -0.978051], [1.855070, 0.115649, 0.115709], [2.581120, 0.165124, -1.099934], [1.894622, 0.676766, -0.671995], [2.353629, 3.324956, -2.556975], [2.916073, 1.982717, -2.802822], [2.616815, 2.787919, -3.295818], [4.279431, -0.457350, 1.965858], [3.291533, 0.700469, 1.560106], [4.247443, 0.430428, 1.593431], [-2.345575, 0.932965, -0.238961], [-2.135113, 2.583665, -0.804918], [-2.234327, 2.277972, 0.071154]],
  "forces_ev_per_angstrom": [[0.33, 0.47, 0.95], [-2.44, 0.83, -0.82], [0.88, -0.06, -0.17], [0.64, -2.87, -0.96], [-0.34, 0.47, 0.80], [-0.47, -0.19, -1.24], [-1.94, -0.12, 3.20], [0.64, 1.21, -0.38], [-0.28, 0.74, 0.33], [0.24, -0.05, 1.27], [1.17, -1.52, -1.73], [0.36, 1.32, -1.12], [1.07, 0.90, -0.20], [0.38, 0.02, 1.67], [0.40, -0.20, 0.11], [-0.09, 0.10, -0.73], [0.02, -0.47, -0.15], [-1.84, -0.09, -0.75], [1.75, 0.38, 0.80], [0.05, -0.92, -0.25], [-0.96, -1.39, -1.22], [0.79, 2.11, 1.35], [-0.19, -0.08, -0.41], [0.12, -0.82, -0.25], [0.50, 0.85, 1.12], [-0.29, -0.52, 0.29], [0.33, -1.22, -1.18], [-0.06, 1.58, 1.34], [0.35, 0.09, 0.46], [0.10, 0.63, 0.46], [-0.41, -0.58, -1.15], [0.37, 0.11, -0.44], [0.79, 0.45, 0.27], [-1.23, -0.37, -0.03], [0.77, -0.44, -0.25], [0.01, -0.22, -0.70], [-0.75, 0.82, 1.15], [-0.02, 0.26, -0.83], [-0.19, 0.35, -0.68], [0.56, -0.99, 1.24], [-0.52, 0.33, 0.03], [0.86, -0.34, -0.71], [-0.74, 0.34, 0.64], [-0.41, 0.59, 0.43], [-0.39, 0.74, -0.80], [0.74, -1.38, 0.43], [-0.62, -0.14, 0.29], [1.39, -0.57, 0.20], [-0.72, 0.66, -0.28], [-0.33, -0.82, -1.22], [0.32, 0.71, -1.51], [-0.71, -0.65, 1.35]],
  "mulliken_charge": [-0.828, 0.686, -0.812, -1.184, 1.363, -0.061, -0.893, -0.478, 0.299, 0.452, 0.496, -1.280, 0.219, -0.341, 0.361, 0.494, 0.378, 0.309, -0.698, 0.318, 0.471, -0.745, 0.278, 0.469, -0.751, 0.358, 0.318, -0.688, 0.294, 0.430, -0.714, 0.342, 0.304, -0.688, 0.304, 0.406, -0.726, 0.405, 0.409, -0.800, -0.120, 0.568, -0.498, 0.315, 0.341, -0.664, 0.350, 0.358, -0.694, 0.160, 0.198, -0.791]
}